ORCA calculation (ωB97M-V/def2-TZVPD) on a cluster of 5 separate species, C49H109NO6P3 in total.

Geometry as XYZ:
```
168
Properties=species:S:1:pos:R:3:forces:R:3
C -7.659 5.079 -6.342 0.194 -0.070 0.645
C 3.801 2.522 2.143 -0.033 0.332 0.117
H -8.624 -1.653 -3.983 -0.671 -0.034 0.193
H -7.249 -1.236 -3.159 0.211 -0.512 0.628
C 2.044 1.799 4.381 0.381 0.617 0.505
H 2.812 -3.579 3.675 -0.386 -0.357 -0.497
C -7.237 3.778 -4.174 0.411 -0.059 -0.058
C 2.597 4.795 3.783 -0.135 -0.260 -0.036
H 5.838 -3.199 3.072 0.565 -0.213 -0.255
C 1.288 5.467 4.259 0.943 0.029 0.140
H -10.303 6.635 -1.200 -0.189 -0.001 0.069
H 4.688 2.427 2.770 0.129 0.311 -0.120
H 2.042 3.740 0.124 -0.084 0.062 -0.177
C 3.423 -5.227 -0.985 0.139 0.008 -0.526
H 0.185 3.565 2.504 -0.289 -0.654 0.011
C 5.854 -7.274 2.009 -0.239 -0.157 -0.108
H 5.912 -0.011 2.205 -0.563 0.195 0.136
H 7.155 -4.332 -4.239 -0.129 -0.151 0.034
C 1.504 6.916 4.737 0.059 -0.376 0.076
C 4.075 -3.178 1.877 -1.504 -0.032 0.601
H 8.535 -6.654 -2.781 -0.089 -0.086 0.206
C -8.223 4.113 -5.296 -0.506 0.514 0.578
P 5.554 -6.110 0.645 0.851 -0.422 0.608
H 5.770 -9.568 3.565 0.021 -0.218 0.063
C 3.475 1.209 1.432 -0.316 -0.511 -0.484
C -8.324 -1.366 -2.969 0.704 0.942 -1.113
C 6.993 -5.565 -1.718 0.606 0.444 0.158
H 4.757 1.516 -0.235 -0.038 -0.267 -0.162
C 0.049 5.013 -1.387 -0.397 -0.623 0.760
P -7.890 2.706 -2.840 1.392 0.187 -1.052
H 4.924 -4.704 3.042 0.241 0.019 0.196
H 6.118 1.050 5.239 0.017 -0.312 0.338
C -8.802 0.067 -2.645 -0.934 -0.609 -0.177
H 7.102 -4.582 1.629 0.271 -0.337 -0.756
C 1.037 3.183 1.935 0.141 -0.277 0.620
H 0.445 4.424 -2.212 0.312 0.075 0.074
H -4.799 0.976 -0.477 0.082 0.375 0.447
H 0.960 2.136 1.619 -0.711 -0.010 0.126
H 5.444 -11.481 1.139 0.487 -0.221 0.163
C -8.773 5.503 -7.283 0.126 -0.042 -0.546
C -6.566 2.420 -1.643 -0.048 -0.084 0.651
H 8.519 -5.285 -4.824 0.072 -0.034 0.057
C 5.305 -3.889 2.418 -1.589 0.082 -0.667
H -10.055 6.575 -3.856 0.218 0.587 0.636
H 4.326 -8.791 1.356 -0.217 0.137 0.712
C -8.306 1.135 -3.637 -0.454 -0.042 0.611
H 3.554 -3.852 1.198 0.229 0.220 -0.317
H 4.151 -10.980 2.146 -0.051 -0.223 0.284
H 3.622 -2.109 3.594 -0.559 0.499 -0.010
H -8.529 -3.399 -2.185 0.218 0.009 0.069
C 7.619 -6.096 -2.993 0.032 -0.040 -0.889
H 7.611 -7.091 -0.286 -0.040 0.113 0.244
H -9.730 -2.244 -1.621 0.039 -0.047 0.228
O -1.069 -1.506 1.581 0.090 -0.120 -0.119
H 7.715 -4.859 -1.291 -0.002 -0.057 0.131
H 1.658 -4.886 -2.206 0.025 0.131 0.012
O 0.712 0.213 -1.859 -1.092 -0.220 -0.473
C 2.476 7.024 5.908 0.697 -0.080 -0.460
C -9.397 3.464 -2.196 0.434 -0.310 0.082
H 4.676 -0.030 5.548 0.306 -0.128 0.020
H -8.924 4.748 -0.615 -0.097 0.498 0.102
H 6.468 1.332 1.185 0.481 -0.275 0.347
H 1.546 -6.137 -0.972 -0.473 0.103 -0.164
H -11.748 6.767 -3.298 0.106 0.177 0.206
C 6.694 -6.654 -0.680 -1.067 0.343 -0.558
C 4.288 2.088 5.727 -0.025 0.182 0.343
H 2.169 -2.305 2.535 -0.074 0.011 0.184
C 1.898 -5.118 -1.171 0.318 -0.554 0.653
C 3.823 -6.240 0.107 0.068 0.775 0.184
H 3.649 -7.268 -0.212 0.078 -0.008 -0.074
H 4.599 2.186 6.770 0.028 0.106 0.011
C 3.045 -2.792 2.954 1.571 0.229 0.724
H -8.027 -2.085 -1.052 -0.292 -0.514 0.401
H -7.499 0.703 -4.228 0.199 0.530 -0.106
C -10.844 6.170 -3.217 -0.019 -1.617 -1.116
H 0.940 4.877 5.110 -0.618 -0.069 -0.272
O 2.088 1.156 -3.408 -2.214 -0.780 -0.076
C -5.251 1.893 -2.247 -0.024 1.126 -0.879
H 3.921 3.300 1.382 0.408 0.005 0.060
H 2.777 8.031 6.197 -0.604 0.190 -0.022
H -8.643 3.197 -5.717 0.262 0.005 -0.310
H 5.898 -8.851 0.694 -0.324 -0.136 -0.200
C 8.002 -4.946 -3.930 0.055 0.168 0.618
O 2.771 1.066 -1.365 -1.963 -0.590 0.993
H -5.509 1.054 -2.897 0.436 -0.322 0.229
C 1.838 0.827 -2.224 4.547 1.851 -1.107
H -4.844 2.669 -2.907 -0.080 -0.074 -0.156
H 0.670 5.884 -1.177 -0.155 0.201 -0.342
H -9.090 4.647 -4.890 -0.004 -0.165 0.231
H -6.370 3.297 -1.020 -0.160 0.223 -0.234
H 1.667 -3.105 -0.327 0.186 -0.116 -0.511
H 3.443 6.596 5.629 -0.084 -0.298 0.168
H 0.961 1.910 4.475 -0.046 -0.558 0.308
H 1.823 7.461 3.846 0.059 0.407 0.255
H 2.290 0.794 4.048 -0.399 0.220 -0.935
H -7.286 5.951 -5.793 -0.096 0.079 -0.017
C 2.765 1.932 5.749 -0.459 0.077 -0.604
C 6.087 -4.474 1.232 0.343 -0.033 0.607
H -8.413 5.429 -2.162 0.110 -0.122 0.022
H -0.869 4.564 0.536 0.026 0.147 -0.007
H 8.655 -4.299 -3.337 0.192 0.172 -0.399
C -10.487 5.746 -1.810 0.478 0.592 0.972
H -8.461 6.209 -8.053 0.204 0.009 0.098
H -3.461 -0.198 -2.099 -0.218 -0.009 0.161
H -9.187 4.645 -7.816 -0.054 -0.033 0.082
C -4.214 1.610 -1.167 -1.896 -1.859 1.030
C 5.232 -11.152 2.154 -0.657 1.094 0.468
P 2.404 3.096 3.142 -0.076 -0.787 -0.948
H -6.948 1.678 -0.933 -0.062 -0.046 -0.044
H 6.076 -3.853 0.334 0.183 0.393 0.257
C -9.220 4.894 -1.653 -0.006 -0.173 -0.694
H -9.893 0.072 -2.705 -0.034 0.014 0.321
C -3.100 0.679 -1.560 1.753 0.702 -1.170
H -6.755 4.662 -6.791 -0.270 -0.108 -0.470
H 1.499 -4.283 0.849 -0.315 -0.621 -0.034
H -0.417 3.171 -0.393 0.239 -0.143 0.145
H -11.050 5.242 -3.772 -0.416 0.093 -0.016
H 4.293 -2.227 1.385 0.364 -0.291 -0.431
H 6.488 -0.353 0.638 0.021 0.221 -0.335
C -0.072 4.168 -0.104 -0.180 -0.189 -0.202
H -9.581 5.985 -6.731 -0.011 -0.077 0.065
H 2.587 0.989 6.269 -0.352 0.136 0.172
H -2.386 1.165 -2.239 -0.183 0.001 -0.196
H -9.122 1.451 -4.291 0.103 -0.365 -0.311
H 6.144 -4.923 -1.970 -0.280 -0.339 0.067
C 5.907 0.393 1.187 0.582 0.406 -0.135
H -6.777 4.661 -3.720 -0.420 0.203 0.098
H 4.897 0.891 4.041 -0.178 -0.355 0.026
H 2.622 1.319 0.755 0.028 0.037 0.103
H 2.978 5.291 2.884 0.234 0.278 0.224
H 4.224 -0.138 -0.053 -0.270 0.253 -0.013
H 2.077 6.498 6.776 0.114 0.012 0.070
C 1.269 -4.122 -0.209 0.194 1.171 0.268
C 4.583 0.730 0.499 0.350 -0.392 0.659
H -6.358 3.310 -4.629 -0.127 -0.480 0.195
H 6.942 -7.360 2.083 0.030 0.298 0.135
H -10.087 3.382 -3.040 -0.186 0.105 0.150
H 0.534 7.287 5.073 -0.049 0.183 -0.290
H 3.211 0.406 2.126 0.038 0.090 0.223
C 5.046 0.901 5.122 -0.432 0.814 -0.503
H 4.590 3.022 5.242 0.025 -0.031 -0.081
H -11.321 5.214 -1.348 -0.111 0.094 -0.064
H 0.619 5.521 3.402 -0.455 -0.358 0.331
H 5.495 -6.833 2.941 -0.197 -0.250 0.040
O 0.227 -0.266 2.805 -0.233 -0.363 1.210
H 6.958 -6.781 -3.532 -0.144 -0.066 0.245
C -8.678 -2.367 -1.881 0.244 0.730 -0.440
H 3.329 4.825 4.588 0.229 -0.058 -0.221
H 1.441 5.092 1.113 0.046 0.153 -0.353
H 6.140 -7.459 -1.174 0.099 -0.107 -0.014
H -0.977 5.272 -1.648 0.160 0.478 -0.251
C 1.200 4.094 0.725 0.715 0.026 0.223
H 2.230 2.731 6.265 0.510 0.055 0.482
N -0.168 -0.677 1.701 0.554 1.016 -0.072
H -9.736 2.835 -1.371 -0.283 -0.173 -0.237
C 5.918 -9.815 2.512 -0.672 -0.590 -0.018
H 5.474 -11.860 2.942 -0.004 -0.445 -0.403
H 3.883 -5.557 -1.920 -0.017 0.044 -0.032
H 3.815 -4.229 -0.778 0.136 -0.054 0.018
H 0.201 -3.950 -0.329 -0.080 -0.498 0.055
H -8.544 0.282 -1.605 0.099 0.083 -0.018
C 5.370 -8.686 1.647 1.439 -0.024 -1.335
H 0.672 0.068 -0.897 0.223 -0.032 -0.087
O 0.409 -0.149 0.718 -0.315 -0.371 -0.387
H 3.214 -6.082 1.005 0.044 -0.013 0.062
H -2.412 0.340 -0.784 -0.532 0.023 0.468
H -4.009 2.524 -0.610 0.565 -0.006 -0.212
H 6.980 -10.003 2.341 0.136 0.620 0.107
```
Forces are in eV/Å.

DFT total energy	-94213.16880	eV
HOMO energy	-6.49	eV
charge	+1
energy relative to the best compared isomer or geometry (same formula, charge and spin)	71.4	kcal per mole